C43H64BInN8O2 | the ωB97M-V functional and the def2-TZVPD basis

Results
electronic energy: -2480.60916 hartree
Kohn-Sham gap: 8.056 eV
HOMO energy: -7.529 eV
F_max: 0.5 eV/Å

Last column: Mulliken charge in e.
Element x y z (Å)
1 In 0.2678 -0.1345 0.9235  3.585
2 C -0.8448 2.4713 -2.9111  -1.297
3 N 0.0556 1.4951 -2.3189  1.368
4 C 1.4222 1.8013 -2.7090  -1.210
5 C -0.3031 0.1225 -2.6459  -0.461
6 C -1.5889 -0.2937 -1.9520  -0.197
7 N -1.4435 -0.8373 -0.5731  0.376
8 C -2.7246 -0.5364 0.1562  -1.520
9 C -2.9639 0.9109 0.4474  1.052
10 C -3.9630 1.6203 -0.1905  -0.497
11 C -4.2790 2.9225 0.1887  -0.544
12 C -3.5811 3.4396 1.2722  -0.065
13 C -2.5597 2.7700 1.9563  -0.008
14 C -2.2087 1.4851 1.4978  -0.183
15 O -1.2219 0.7731 2.0327  -1.219
16 C -1.9703 3.4685 3.1967  2.467
17 C -0.7185 2.8155 3.7963  -2.137
18 C -3.0591 3.4741 4.2843  -1.924
19 C -1.5935 4.9233 2.8700  -1.682
20 C -5.3639 3.6965 -0.5593  1.954
21 C -6.7059 2.9609 -0.4374  -1.723
22 C -4.9799 3.8021 -2.0431  -1.636
23 C -5.5442 5.1127 -0.0134  -2.140
24 C -1.3612 -2.3378 -0.6076  -2.038
25 C -0.0187 -2.9481 -0.8459  1.652
26 C 0.2980 -3.6085 -2.0162  -0.938
27 C 1.4752 -4.3469 -2.1213  -0.262
28 C 2.2614 -4.4355 -0.9786  -0.626
29 C 2.0026 -3.7657 0.2211  0.351
30 C 0.8524 -2.9545 0.2694  -0.242
31 O 0.5268 -2.1836 1.3054  -1.206
32 C 2.9606 -3.9977 1.4004  2.592
33 C 2.6626 -5.3930 1.9735  -1.960
34 C 2.8376 -2.9759 2.5338  -2.214
35 C 4.4283 -3.9455 0.9413  -1.676
36 C 1.8222 -5.0517 -3.4324  2.130
37 C 1.8620 -4.0209 -4.5708  -1.662
38 C 3.1841 -5.7439 -3.3747  -2.089
39 C 0.7556 -6.1097 -3.7470  -1.724
40 H -0.8713 2.3969 -4.0115  0.330
41 H -1.8625 2.3723 -2.5340  0.256
42 H -0.5005 3.4734 -2.6506  0.392
43 H 1.5679 1.7319 -3.7997  0.327
44 H 1.6693 2.8157 -2.3936  0.334
45 H 2.1145 1.1176 -2.2235  0.181
46 H -0.4110 -0.0213 -3.7365  0.606
47 H 0.5112 -0.5288 -2.3297  -0.536
48 H -2.2314 0.5772 -1.8741  -0.201
49 H -2.1358 -1.0307 -2.5492  0.083
50 H -3.5464 -0.9534 -0.4371  0.364
51 H -2.6834 -1.0772 1.1017  0.716
52 H -4.5189 1.1317 -0.9865  0.365
53 H -3.8428 4.4303 1.6182  0.428
54 H -0.8975 1.7926 4.1171  0.279
55 H 0.1120 2.7983 3.0869  0.217
56 H -0.4142 3.4066 4.6654  0.600
57 H -3.3543 2.4525 4.5352  0.381
58 H -2.6875 3.9558 5.1928  0.483
59 H -3.9505 4.0101 3.9523  0.299
60 H -0.8319 4.9561 2.0896  0.190
61 H -2.4448 5.5240 2.5466  0.341
62 H -1.1804 5.3991 3.7634  0.492
63 H -6.6503 1.9540 -0.8552  0.310
64 H -7.0026 2.8730 0.6098  0.354
65 H -7.4889 3.5037 -0.9736  0.465
66 H -4.8735 2.8156 -2.4989  0.301
67 H -5.7465 4.3476 -2.6001  0.477
68 H -4.0308 4.3314 -2.1586  0.326
69 H -5.8734 5.1053 1.0283  0.397
70 H -4.6190 5.6905 -0.0771  0.395
71 H -6.3049 5.6350 -0.5978  0.445
72 H -1.6847 -2.6787 0.3748  0.480
73 H -2.0892 -2.6922 -1.3436  0.580
74 H -0.4041 -3.5715 -2.8451  0.531
75 H 3.1490 -5.0493 -1.0263  0.433
76 H 1.6257 -5.4541 2.3115  0.376
77 H 2.8187 -6.1672 1.2189  0.280
78 H 3.3144 -5.6051 2.8258  0.497
79 H 1.8611 -3.0024 3.0100  0.333
80 H 3.6009 -3.2015 3.2843  0.606
81 H 3.0053 -1.9593 2.1721  0.128
82 H 4.6800 -4.6923 0.1882  0.389
83 H 4.6681 -2.9592 0.5364  0.224
84 H 5.0775 -4.1290 1.8013  0.477
85 H 2.6141 -3.2534 -4.3698  0.289
86 H 2.1131 -4.5062 -5.5177  0.487
87 H 0.8991 -3.5222 -4.6955  0.324
88 H 3.9837 -5.0400 -3.1318  0.396
89 H 3.1994 -6.5484 -2.6359  0.362
90 H 3.4104 -6.1852 -4.3478  0.444
91 H -0.2351 -5.6612 -3.8404  0.296
92 H 0.9851 -6.6175 -4.6879  0.477
93 H 0.7110 -6.8586 -2.9535  0.360
94 C 2.5857 -0.0495 4.7515  -1.330
95 C 1.4287 -0.3220 4.0160  -0.809
96 N 1.5532 0.1409 2.7801  0.236
97 N 2.7709 0.7102 2.6838  0.563
98 C 3.4114 0.6070 3.8593  -0.322
99 B 3.2473 1.3823 1.3794  -0.691
100 N 3.3862 0.3420 0.2502  -0.048
101 C 4.4807 0.0693 -0.4752  -0.595
102 C 4.1511 -0.8666 -1.4349  -1.376
103 C 2.7952 -1.1173 -1.2212  -1.153
104 N 2.3379 -0.3826 -0.2077  1.396
105 N 2.2028 2.4214 0.9358  0.182
106 C 2.3383 3.7466 0.7804  -0.510
107 C 1.1520 4.2501 0.2785  -1.717
108 C 0.3260 3.1299 0.1491  -1.196
109 N 0.9735 2.0370 0.5373  0.977
110 H 2.7870 -0.2935 5.7796  0.491
111 H 0.5229 -0.8256 4.3142  0.620
112 H 4.4008 1.0180 3.9748  0.493
113 H 4.3064 1.9105 1.5733  -0.139
114 H 5.4138 0.5587 -0.2482  0.546
115 H 4.7944 -1.3135 -2.1732  0.493
116 H 2.1460 -1.8011 -1.7461  0.245
117 H 3.2658 4.2310 1.0389  0.535
118 H 0.9179 5.2752 0.0471  0.612
119 H -0.6968 3.0647 -0.1894  0.882

C17H24F5N3ORbSV | the ωB97M-V functional and the def2-TZVPD basis

Results
charge: +2
electronic energy: -2766.51734 hartree
Kohn-Sham gap (spin up / spin down): 5.038 / 4.849 eV
HOMO energy (spin up / spin down): -15.062 / -15.000 eV
F_max: 8.7 eV/Å
relative energy (zero: lowest compared OMol25 entry of this formula, charge and spin): 103.8 kcal/mol

Last column: Mulliken charge in e.
Element x y z (Å)
1 N 1.4999 -0.3162 0.2259  -0.668
2 C 2.6076 -0.9926 0.5447  0.893
3 O 3.5734 -1.2120 -0.2383  -0.557
4 Rb 2.2990 -0.6473 -1.9813  0.798
5 V -0.3333 -0.0462 -0.0887  0.768
6 N -0.8945 -1.5349 -1.3549  0.701
7 N -0.6411 1.6583 -1.1071  0.511
8 C -0.7577 -2.9817 -1.0170  1.124
9 C -0.0209 3.0044 -1.2045  0.827
10 C 0.4337 -3.5894 -1.7934  -1.404
11 C -2.0553 -3.7496 -1.3485  -1.675
12 C -0.4808 -3.1078 0.4925  -1.701
13 C -0.3212 3.6324 -2.5836  -1.668
14 C -0.5563 3.9193 -0.0795  -1.226
15 C 1.5022 2.8673 -1.0513  -1.262
16 H 0.3410 -3.4057 -2.8794  0.338
17 H 0.4921 -4.6819 -1.6440  0.438
18 H 1.3828 -3.1564 -1.4275  0.274
19 H -2.9194 -3.2711 -0.8546  0.397
20 H -1.9813 -4.7890 -0.9846  0.450
21 H -2.2511 -3.7882 -2.4336  0.415
22 H 0.4170 -2.5325 0.7872  0.268
23 H -0.2941 -4.1615 0.7621  0.578
24 H -1.3433 -2.7524 1.0804  0.313
25 H -0.0130 2.9484 -3.3947  0.387
26 H 0.2349 4.5788 -2.6971  0.442
27 H -1.3935 3.8599 -2.7086  0.408
28 H -1.6573 3.9906 -0.1154  0.390
29 H -0.1492 4.9414 -0.1756  0.454
30 H -0.2692 3.5165 0.9049  0.161
31 H 1.7541 2.3433 -0.1142  0.235
32 H 1.9807 3.8616 -1.0478  0.477
33 H 1.9156 2.2988 -1.9088  0.066
34 C -2.0458 1.5767 -1.5159  -1.115
35 H -2.4526 0.5770 -1.2418  0.323
36 H -2.6936 2.3235 -1.0140  0.388
37 H -2.1817 1.6627 -2.6120  0.436
38 C -1.4825 -1.2492 -2.6653  -1.300
39 H -2.5743 -1.4447 -2.6988  0.382
40 H -1.3181 -0.1886 -2.9159  0.336
41 H -1.0180 -1.8564 -3.4705  0.380
42 F 3.2370 0.3937 5.9527  -0.231
43 C 2.2300 0.2791 5.0520  0.414
44 C 1.6235 1.4270 4.5304  0.380
45 F 2.0414 2.6547 4.9285  -0.258
46 C 0.5719 1.3107 3.6178  0.173
47 F -0.0335 2.4281 3.1466  -0.327
48 C 0.1256 0.0424 3.2183  0.332
49 S -1.2947 -0.1090 2.1421  -0.174
50 C 0.7324 -1.1070 3.7455  0.070
51 F 0.2856 -2.3400 3.4003  -0.347
52 C 1.7845 -0.9869 4.6584  0.453
53 F 2.3588 -2.0997 5.1782  -0.267

C6H10N | the ωB97M-V functional and the def2-TZVPD basis

Results
charge: +1
electronic energy: -288.75158 hartree
Kohn-Sham gap (spin up / spin down): 7.295 / 7.165 eV
HOMO energy (spin up / spin down): -10.503 / -15.150 eV
F_max: 3.9 eV/Å
2S+1: 3
relative energy (zero: lowest compared OMol25 entry of this formula, charge and spin): 161.5 kcal/mol

Last column: Mulliken charge in e.
Element x y z (Å)
1 C 1.8971 0.3726 0.0203  -0.202
2 C 2.9768 -0.3767 0.6684  -0.280
3 C -0.9535 1.1564 -0.1379  -0.430
4 C 3.1751 -0.0747 -0.6390  -0.300
5 C -1.2729 -0.2398 -0.4539  0.370
6 C -2.5051 -0.8990 -0.0084  -1.387
7 N -0.0765 0.0699 0.3151  -0.200
8 H 1.6301 1.3795 0.5728  0.254
9 H 3.3010 -0.8681 1.5392  0.400
10 H -0.5412 1.6758 -0.9958  0.273
11 H -1.5501 1.5486 0.6225  0.309
12 H 3.4740 0.0131 -1.6474  0.447
13 H -1.1275 -0.6924 -1.4036  0.300
14 H -3.3293 -0.7095 -0.6709  0.373
15 H -2.8662 -0.4211 0.9166  0.315
16 H -2.4601 -1.9533 -0.0395  0.358
17 H 0.2283 0.0187 1.3416  0.397

C4HInLiO4 | the ωB97M-V functional and the def2-TZVPD basis

Results
charge: +3
electronic energy: -650.11535 hartree
Kohn-Sham gap (spin up / spin down): 4.626 / 6.712 eV
HOMO energy (spin up / spin down): -23.558 / -23.601 eV
F_max: 7.0 eV/Å

Last column: Mulliken charge in e.
Element x y z (Å)
1 O 1.9624 0.2699 1.8286  -0.132
2 C 2.4786 1.0768 2.4302  0.137
3 C 0.2561 -0.2738 -1.5084  -0.423
4 C 1.0849 0.6360 -1.4383  0.725
5 H 2.0429 1.1226 -1.5329  0.476
6 Li 1.1484 -1.1756 0.5594  0.970
7 O -1.0246 0.4053 -1.4477  -0.075
8 C -1.5887 0.0297 -0.2931  1.132
9 O -2.8120 0.1147 -0.1338  -0.319
10 O -0.9082 -0.8770 0.3093  -0.414
11 In -2.6397 -1.3287 1.2267  0.924

C17H26N2O4 | the ωB97M-V functional and the def2-TZVPD basis

Results
electronic energy: -1073.71145 hartree
Kohn-Sham gap: 9.181 eV
HOMO energy: -8.474 eV
F_max: 6.5 eV/Å
SMILES string: CC(C)(C)OC(=O)N1[C@@H]2CCC=C(C(=O)N3CCCO3)[C@H]1CC2
relative energy (zero: lowest compared OMol25 entry of this formula, charge and spin): 144.1 kcal/mol

Last column: Mulliken charge in e.
Element x y z (Å)
1 O -0.7570 -1.9643 3.2952  -0.701
2 O -0.6690 -0.9727 -0.7366  -0.619
3 O 2.0953 -1.7605 1.2101  -0.257
4 O -0.8288 1.0190 -1.9140  -0.447
5 C 0.1589 -1.4888 2.6362  -0.386
6 C -0.8567 0.1975 -0.7426  0.549
7 C 0.7855 0.8119 2.2245  -0.428
8 C -0.1743 -0.1804 2.2210  0.294
9 N 1.2487 -2.2334 2.1676  0.196
10 N -1.4325 0.7229 0.4524  0.156
11 C -0.2669 1.6217 -4.1059  -2.104
12 C -0.1365 -0.7220 -3.6363  -1.802
13 C 1.5233 0.7719 -2.6477  -1.291
14 C 2.2576 -2.8305 0.2036  -0.379
15 C 0.6929 2.2861 1.8132  -0.907
16 C 1.0682 -3.7090 1.9955  -0.662
17 C 1.1768 -3.8918 0.4723  -0.420
18 C -0.1997 2.8665 0.6911  -1.001
19 C -2.4086 2.2444 1.8772  -0.968
20 C -1.5784 2.1539 0.5315  -0.287
21 C 0.0410 0.6550 -3.0245  1.962
22 C -2.4367 0.9031 2.5613  -0.737
23 C -1.5226 0.1163 1.6938  0.355
24 H 1.8236 0.4743 2.4965  0.404
25 H -0.2849 2.6390 -3.7464  0.424
26 H 0.4080 1.5997 -4.9344  0.448
27 H -1.1718 1.3137 -4.4543  0.571
28 H -1.1170 -0.8369 -4.0705  0.403
29 H 0.5969 -0.8313 -4.4659  0.477
30 H 0.0114 -1.5225 -2.9624  0.340
31 H 2.1427 0.0222 -3.1435  0.373
32 H 1.7467 0.5034 -1.5554  0.100
33 H 1.8525 1.7552 -2.9814  0.396
34 H 3.2693 -3.3112 0.1680  0.309
35 H 2.2092 -2.3763 -0.8054  0.142
36 H 0.4440 2.7783 2.7400  0.323
37 H 1.6854 2.6675 1.4828  0.390
38 H 0.0226 -4.0266 2.2125  0.295
39 H 1.8405 -4.1970 2.6104  0.358
40 H 0.3146 -3.5842 -0.0598  0.226
41 H 1.5044 -4.9403 0.2667  0.367
42 H -0.3766 3.9556 0.8167  0.394
43 H 0.4028 2.7883 -0.2103  0.413
44 H -2.0658 3.0626 2.5182  0.406
45 H -3.3697 2.4330 1.5288  0.355
46 H -2.1087 2.4901 -0.3857  0.579
47 H -2.0313 0.9431 3.5219  0.367
48 H -3.4628 0.3643 2.6724  0.284
49 H -2.0666 -0.7808 1.5017  0.741

C4H14N2S2 | the ωB97M-V functional and the def2-TZVPD basis

Results
electronic energy: -1066.62948 hartree
Kohn-Sham gap: 8.999 eV
HOMO energy: -8.274 eV
F_max: 3.2 eV/Å
SMILES string: NCCS.NCCS
relative energy (zero: lowest compared OMol25 entry of this formula, charge and spin): 27.9 kcal/mol

Last column: Mulliken charge in e.
Element x y z (Å)
1 C -0.3516 2.6033 -2.3299  -0.577
2 C 0.3405 2.3071 -1.0251  -0.490
3 S 0.1242 0.3272 -0.8135  -0.432
4 N -1.8085 2.4906 -2.3124  -0.597
5 H 0.0492 1.9322 -3.0871  0.348
6 H -0.0777 3.6262 -2.6190  0.317
7 H -0.1026 2.6848 -0.1090  0.289
8 H 1.4227 2.4069 -1.0106  0.337
9 H -2.1861 3.0605 -1.5661  0.241
10 H -2.0076 1.5131 -2.1274  0.298
11 C 0.8671 -2.3610 1.4267  -0.554
12 C -0.4949 -1.8932 1.9039  -0.470
13 S -1.7096 -3.2442 1.9450  -0.224
14 N 1.7865 -1.2265 1.1589  -0.544
15 H 0.7740 -2.9283 0.4964  0.302
16 H 1.3190 -3.0525 2.1438  0.339
17 H -0.9028 -1.1226 1.2525  0.195
18 H -0.4290 -1.4843 2.9137  0.349
19 H -1.9236 -3.2715 0.6195  0.126
20 H 2.7466 -1.4825 1.3518  0.223
21 H 1.5524 -0.4268 1.7396  0.280
22 H 1.0117 -0.4585 0.0483  0.243